A.
Entry from the Open Molecules 2025 dataset: C3H9NOS2 in the gas phase (wB97M-V/def2-TZVPD).

Atoms and positions in Å:
N 0.607 1.566 0.182
C 0.277 0.397 -0.513
C 1.454 -0.749 -0.491
O 2.645 -0.154 -0.763
C -0.937 -0.275 0.247
S -2.639 0.547 -0.412
S -3.895 -0.375 1.080
H 1.567 1.753 0.202
H 0.521 1.265 1.242
H 0.004 0.581 -1.561
H 1.343 -0.869 0.625
H 1.349 -1.621 -1.098
H 2.548 0.292 -1.701
H -1.039 0.008 1.263
H -0.957 -1.349 0.014
H -2.847 -1.018 1.684

E_HOMO in eV: -8.238
Charge: 0
SMILES: N[C@@H](CO)CSS
LUMO in eV: 0.37


B.
Entry from the Open Molecules 2025 dataset: C3H9NOS2 in the gas phase (wB97M-V/def2-TZVPD).

Atoms and positions in Å:
N 0.263 -1.519 -0.553
C 0.508 -0.054 -0.049
C 1.195 0.014 1.353
O 2.240 -0.896 1.161
C -0.795 0.776 -0.243
S -1.052 1.779 -1.834
S -3.127 1.598 -1.953
H 1.195 -1.965 -0.311
H -0.447 -2.099 -0.059
H 1.210 0.346 -0.792
H 0.330 -0.316 2.010
H 1.458 0.968 1.742
H 2.525 -1.316 2.049
H -1.614 0.239 0.022
H -0.605 1.513 0.553
H -3.283 0.932 -3.095

E_HOMO in eV: -8.767
Charge: 0
SMILES: N[C@H](CO)CSS
LUMO in eV: 0.53


Least stable structure: A


A.
Entry from the Open Molecules 2025 dataset: 10 unconnected molecules or ions with the total composition C20H60O10 (wB97M-V/def2-TZVPD).

Atoms and positions in Å:
C -0.340 -3.843 1.197
C -1.563 -4.121 2.050
O -1.971 -5.458 1.885
H -0.513 -3.946 0.127
H 0.506 -4.471 1.490
H 0.033 -2.837 1.402
H -2.349 -3.408 1.767
H -1.334 -3.867 3.094
H -2.656 -5.690 2.516
C -2.338 -0.585 -3.737
C -3.226 0.637 -3.880
O -4.347 0.385 -4.720
H -2.087 -1.075 -4.679
H -2.799 -1.341 -3.092
H -1.372 -0.375 -3.269
H -2.660 1.427 -4.374
H -3.547 0.982 -2.893
H -5.007 -0.111 -4.228
C 2.854 2.278 2.514
C 3.684 1.069 2.943
O 4.989 1.127 2.422
H 1.881 2.350 3.006
H 2.682 2.303 1.438
H 3.407 3.177 2.808
H 3.159 0.170 2.618
H 3.743 1.005 4.037
H 5.373 2.000 2.512
C -4.071 -2.777 -0.409
C -4.273 -1.329 0.022
O -3.166 -0.935 0.817
H -4.182 -3.503 0.393
H -3.101 -2.837 -0.908
H -4.781 -3.093 -1.178
H -5.214 -1.251 0.574
H -4.325 -0.702 -0.874
H -3.313 -0.044 1.153
C 3.993 4.363 -0.588
C 4.000 3.045 -1.337
O 2.680 2.500 -1.259
H 4.869 4.966 -0.840
H 4.033 4.164 0.482
H 3.124 4.957 -0.865
H 4.688 2.338 -0.867
H 4.261 3.193 -2.388
H 2.599 1.792 -1.921
C 0.411 -3.268 -4.781
C 0.107 -3.167 -3.305
O 0.754 -2.080 -2.681
H 0.309 -2.297 -5.272
H -0.265 -3.952 -5.293
H 1.425 -3.638 -4.944
H 0.442 -4.090 -2.809
H -0.979 -3.160 -3.148
H 0.222 -1.737 -1.943
C -0.768 2.678 3.275
C -0.208 4.069 3.484
O 0.293 4.191 4.818
H 0.018 1.932 3.428
H -1.051 2.495 2.235
H -1.616 2.469 3.923
H -0.978 4.835 3.322
H 0.578 4.287 2.752
H 0.935 4.907 4.795
C -2.344 -0.488 3.866
C -2.215 -0.203 5.359
O -1.047 -0.865 5.877
H -3.380 -0.317 3.557
H -2.198 -1.561 3.735
H -1.633 0.092 3.285
H -3.100 -0.570 5.886
H -2.128 0.872 5.543
H -0.446 -0.176 6.171
C 0.888 -0.109 1.104
C 0.262 0.238 -0.244
O -0.666 -0.774 -0.653
H 1.492 0.733 1.463
H 1.600 -0.936 1.087
H 0.103 -0.346 1.825
H 1.057 0.309 -0.985
H -0.247 1.205 -0.195
H -1.369 -0.807 0.011
C 3.071 1.542 -4.856
C 2.326 0.303 -4.415
O 2.452 0.196 -2.992
H 4.121 1.390 -4.602
H 2.723 2.481 -4.431
H 3.007 1.629 -5.944
H 2.740 -0.623 -4.835
H 1.274 0.292 -4.731
H 2.005 -0.614 -2.705

E_HOMO in eV: -9.757
Charge: 0
SMILES: CCO.CCO.CCO.CCO.CCO.CCO.CCO.CCO.CCO.CCO
LUMO in eV: 0.28


B.
Entry from the Open Molecules 2025 dataset: 10 unconnected molecules or ions with the total composition C20H60O10 (wB97M-V/def2-TZVPD).

Atoms and positions in Å:
C 3.505 1.633 -1.741
C 2.803 2.186 -2.951
O 3.777 2.260 -4.003
H 4.430 2.174 -1.551
H 3.735 0.569 -1.824
H 2.885 1.734 -0.843
H 2.518 3.218 -2.707
H 1.933 1.632 -3.304
H 3.485 2.889 -4.668
C -4.141 -2.185 0.174
C -5.170 -2.789 1.099
O -5.122 -2.167 2.373
H -4.275 -1.096 0.168
H -4.283 -2.527 -0.849
H -3.119 -2.351 0.516
H -5.057 -3.877 1.179
H -6.174 -2.684 0.666
H -5.057 -2.836 3.059
C -0.595 0.099 -1.413
C -0.656 0.041 0.096
O 0.681 0.039 0.589
H 0.009 -0.767 -1.711
H -0.149 0.998 -1.826
H -1.576 -0.118 -1.839
H -1.197 -0.856 0.413
H -1.182 0.916 0.500
H 0.652 0.004 1.551
C -3.060 -0.206 -5.331
C -4.425 0.334 -5.034
O -5.129 0.375 -6.287
H -2.584 0.450 -6.060
H -3.108 -1.195 -5.792
H -2.473 -0.322 -4.420
H -4.340 1.346 -4.626
H -4.994 -0.311 -4.359
H -5.967 0.830 -6.155
C 1.418 -3.508 2.587
C 0.613 -3.128 3.804
O 0.753 -4.115 4.846
H 1.062 -4.411 2.099
H 2.483 -3.614 2.810
H 1.446 -2.670 1.878
H -0.445 -3.064 3.541
H 0.937 -2.153 4.166
H 1.167 -3.691 5.601
C -0.025 3.237 -4.995
C -0.988 4.272 -5.568
O -0.346 5.334 -6.239
H -0.555 2.674 -4.217
H 0.783 3.760 -4.481
H 0.375 2.490 -5.682
H -1.569 4.697 -4.751
H -1.719 3.788 -6.229
H 0.085 4.980 -7.023
C 0.565 2.768 3.334
C 1.424 1.508 3.334
O 0.627 0.359 3.698
H 0.056 2.929 2.386
H 1.201 3.638 3.531
H -0.167 2.754 4.141
H 2.254 1.563 4.036
H 1.847 1.362 2.343
H 0.538 0.383 4.655
C 3.874 -0.829 2.973
C 4.653 0.433 3.279
O 5.064 0.422 4.653
H 2.949 -0.922 3.541
H 4.530 -1.678 3.149
H 3.581 -0.779 1.919
H 4.097 1.347 3.076
H 5.525 0.448 2.614
H 5.055 1.322 4.986
C -3.179 1.819 2.996
C -2.929 0.376 3.376
O -3.998 -0.234 4.082
H -4.136 2.020 2.513
H -2.373 2.117 2.317
H -3.150 2.497 3.853
H -2.051 0.331 4.020
H -2.721 -0.195 2.463
H -4.544 -0.690 3.431
C 3.762 -3.488 0.082
C 3.133 -2.542 -0.918
O 2.732 -3.291 -2.066
H 3.944 -2.987 1.032
H 4.686 -3.919 -0.302
H 3.088 -4.325 0.272
H 3.874 -1.802 -1.241
H 2.303 -1.975 -0.489
H 1.833 -3.057 -2.303

E_HOMO in eV: -9.955
Charge: 0
SMILES: CCO.CCO.CCO.CCO.CCO.CCO.CCO.CCO.CCO.CCO
LUMO in eV: 0.29


C.
Entry from the Open Molecules 2025 dataset: 10 unconnected molecules or ions with the total composition C20H60O10 (wB97M-V/def2-TZVPD).

Atoms and positions in Å:
C 1.553 0.043 5.264
C 1.726 -1.443 4.867
O 0.793 -2.137 5.647
H 0.579 0.448 4.989
H 2.332 0.627 4.775
H 1.668 0.136 6.344
H 2.736 -1.780 5.101
H 1.500 -1.663 3.823
H 0.564 -2.957 5.202
C -0.935 -3.114 -2.268
C -2.034 -4.190 -2.271
O -2.099 -4.863 -1.002
H -0.796 -2.630 -3.235
H -0.031 -3.590 -1.886
H -1.254 -2.343 -1.567
H -1.812 -4.977 -2.992
H -2.965 -3.723 -2.593
H -2.646 -4.362 -0.392
C 5.236 -0.112 -0.940
C 6.067 -0.535 -2.170
O 6.624 -1.864 -2.020
H 5.055 0.963 -0.919
H 5.654 -0.423 0.017
H 4.315 -0.684 -1.052
H 6.906 0.144 -2.319
H 5.491 -0.638 -3.090
H 7.087 -2.040 -2.842
C 3.197 4.438 -2.408
C 2.751 3.529 -1.266
O 2.255 2.355 -1.828
H 3.441 5.438 -2.051
H 2.408 4.629 -3.135
H 4.021 4.004 -2.975
H 1.918 4.039 -0.782
H 3.562 3.371 -0.556
H 2.165 1.722 -1.111
C -2.274 3.107 0.088
C -3.608 3.274 0.835
O -4.601 3.603 -0.113
H -2.404 2.544 -0.836
H -1.530 2.580 0.685
H -1.716 4.034 -0.048
H -3.559 4.019 1.629
H -3.853 2.297 1.250
H -5.429 3.772 0.342
C -0.545 0.922 -3.894
C -1.796 1.768 -4.263
O -1.410 2.753 -5.224
H -0.784 0.195 -3.118
H 0.287 1.520 -3.520
H -0.160 0.333 -4.726
H -2.226 2.219 -3.368
H -2.549 1.092 -4.668
H -1.389 2.324 -6.083
C -2.324 -0.232 4.689
C -2.209 0.793 3.602
O -3.060 1.849 3.825
H -2.174 0.210 5.674
H -1.569 -1.005 4.540
H -3.301 -0.710 4.621
H -2.472 0.357 2.638
H -1.188 1.171 3.548
H -2.841 2.267 4.661
C -0.123 0.023 1.012
C 0.506 -0.158 -0.405
O 1.863 0.181 -0.237
H 0.269 -0.597 1.818
H -1.208 -0.068 0.952
H 0.066 1.035 1.368
H 0.001 0.524 -1.089
H 0.557 -1.197 -0.732
H 2.279 -0.482 0.320
C -4.456 -0.079 -0.793
C -5.571 -1.058 -1.118
O -5.866 -1.766 0.054
H -4.297 0.468 -1.722
H -3.555 -0.628 -0.519
H -4.657 0.699 -0.058
H -5.188 -1.749 -1.869
H -6.446 -0.537 -1.506
H -6.778 -2.064 0.012
C 2.463 -3.296 -0.219
C 3.336 -2.813 0.982
O 2.699 -1.741 1.619
H 2.821 -4.247 -0.614
H 2.436 -2.602 -1.060
H 1.417 -3.512 0.002
H 4.291 -2.374 0.693
H 3.537 -3.569 1.741
H 3.255 -1.266 2.240

E_HOMO in eV: -9.552
Charge: 0
SMILES: CCO.CCO.CCO.CCO.CCO.CCO.CCO.CCO.CCO.CCO
LUMO in eV: 0.43


D.
Entry from the Open Molecules 2025 dataset: 10 unconnected molecules or ions with the total composition C20H60O10 (wB97M-V/def2-TZVPD).

Atoms and positions in Å:
C 3.118 -1.280 1.578
C 3.205 -1.869 2.986
C 2.279 -1.014 3.869
O 2.707 -3.011 2.998
H 3.759 -0.403 1.589
H 2.189 -0.908 1.157
H 3.504 -2.046 0.845
H 4.252 -1.810 3.334
H 1.219 -1.270 3.604
H 2.493 0.020 3.734
H 2.492 -1.320 4.893
H 3.101 -3.442 2.268
C -0.841 -0.581 0.955
C -1.296 -0.141 -0.432
C -2.735 0.276 -0.364
O -0.708 0.831 -0.934
H -0.716 0.283 1.600
H 0.176 -0.854 0.783
H -1.450 -1.345 1.393
H -1.276 -0.970 -1.163
H -2.859 1.162 0.242
H -3.406 -0.446 0.086
H -3.034 0.463 -1.395
H -0.420 0.575 -1.807
C 1.437 -3.154 -1.003
C 0.864 -3.983 0.131
C -0.561 -4.283 -0.091
O 1.444 -5.084 0.331
H 2.488 -3.129 -0.864
H 1.004 -2.154 -0.984
H 1.445 -3.671 -1.916
H 1.059 -3.423 1.056
H -0.674 -4.937 -0.979
H -1.190 -3.362 -0.167
H -0.984 -4.727 0.810
H 0.854 -5.666 0.796
C -0.287 0.893 -5.909
C -0.462 1.262 -4.431
C -1.925 1.479 -4.026
O 0.134 0.580 -3.602
H -0.735 1.611 -6.634
H -0.711 -0.071 -6.151
H 0.753 0.863 -6.197
H 0.013 2.244 -4.317
H -2.016 2.084 -3.186
H -2.430 0.494 -3.847
H -2.433 2.035 -4.806
H 1.001 0.270 -3.961
C -2.951 4.108 0.208
C -1.487 3.907 0.079
C -0.744 5.063 0.772
O -1.012 2.876 0.635
H -3.290 5.049 -0.258
H -3.174 4.175 1.295
H -3.360 3.171 -0.233
H -1.291 3.879 -1.022
H -1.032 6.043 0.405
H 0.353 4.936 0.747
H -0.857 5.110 1.836
H -1.019 2.164 -0.052
C 2.719 0.415 -1.409
O 3.244 -0.718 -2.092
H 3.441 0.788 -0.691
H 1.811 0.199 -0.863
H 2.286 1.169 -2.056
H 4.219 -0.618 -2.236
C 1.954 2.158 1.490
O 3.340 2.472 1.502
H 1.765 1.398 0.757
H 1.447 3.056 1.242
H 1.558 1.785 2.459
H 3.592 2.889 0.673
C -2.698 1.547 3.050
O -1.357 1.941 3.280
H -3.338 1.704 3.905
H -2.707 0.463 2.778
H -3.194 2.118 2.208
H -0.945 2.258 2.446
C -1.195 -1.154 4.910
O -0.326 -1.655 5.830
H -1.441 -1.968 4.260
H -0.739 -0.410 4.279
H -2.095 -0.788 5.358
H 0.140 -2.337 5.329
C -1.120 -2.447 -3.492
O -0.666 -2.767 -4.800
H -1.627 -1.466 -3.348
H -0.256 -2.253 -2.831
H -1.731 -3.253 -3.105
H -0.056 -2.083 -5.121

E_HOMO in eV: -9.673
Charge: 0
SMILES: CC(C)O.CC(C)O.CC(C)O.CC(C)O.CC(C)O.CO.CO.CO.CO.CO
LUMO in eV: 0.11


Least stable structure: D